(1)
C3H7AuO3 as an isolated structure in a non-equilibrium geometry. Source: the Open Molecules 2025 dataset; level of theory: the ωB97M-V functional and the def2-TZVPD basis.

Geometry (Å):
O (3.2941, 0.1994, -1.2710)
Au (1.5462, 0.4015, -0.9304)
O (0.7587, -1.2247, -0.2827)
C (-0.6582, -1.2601, -0.5259)
C (-1.2330, -0.0253, 0.1511)
O (-0.7587, 1.2572, -0.1580)
C (0.4844, 1.6103, 0.5090)
H (-1.0582, -2.1412, -0.0010)
H (-1.0636, -1.3872, -1.5401)
H (-0.9455, -0.1771, 1.2104)
H (-2.3284, -0.0457, 0.0583)
H (0.5923, 2.6984, 0.3698)
H (0.4170, 1.4317, 1.5982)
H (0.9530, -1.3371, 0.8123)

Calculated values
- E_tot (eV) = -13042.802
- total charge = +1
- frontier orbital gap (spin up / spin down) (eV) = 8.96 / 7.82
- 2S+1 = 4
- LUMO energy (spin up / spin down) (eV) = -4.38 / -7.13
- molar mass (g mol⁻¹) = 288.05

---

(2)
C3H7BFGdO as an isolated structure in a non-equilibrium geometry. Source: the Open Molecules 2025 dataset; level of theory: the ωB97M-V functional and the def2-TZVPD basis.

Geometry (Å):
C (0.0883, 1.6794, -0.4439)
B (-0.3409, 0.8392, 0.8998)
C (-0.7550, -0.7059, 0.4895)
C (0.3177, -1.5155, -0.0532)
O (0.1596, -2.0778, -1.1406)
F (1.4662, -1.7427, 0.5612)
H (1.1917, 1.6498, -0.5182)
H (-0.3618, 1.2158, -1.3291)
H (-0.2180, 2.7263, -0.4166)
H (0.4152, 0.8934, 1.8339)
H (-1.3911, 1.4491, 1.2766)
H (-1.5285, -0.6546, -0.2797)
H (-1.1927, -1.2360, 1.3522)
Gd (2.1493, -2.5204, -2.2318)

Calculated values
- E_tot (eV) = -29476.953
- total charge = +2
- frontier orbital gap (spin up / spin down) (eV) = 8.78 / 7.11
- 2S+1 = 8
- LUMO energy (spin up / spin down) (eV) = -9.39 / -10.67
- molar mass (g mol⁻¹) = 246.15

---

(3)
The molecule C3H7BN2O2 in a non-equilibrium geometry. Source: the Open Molecules 2025 dataset; level of theory: the ωB97M-V functional and the def2-TZVPD basis.

Geometry (Å):
B (-1.5714, 0.5912, 0.0770)
C (0.7072, 2.0028, 0.0473)
C (-0.5154, 1.6705, 0.0626)
C (0.6828, -1.1146, -0.0720)
N (1.8940, 0.9291, -0.0911)
N (1.5933, -0.2695, 0.4234)
O (-2.0851, 0.1647, 1.2879)
O (-2.1233, 0.1915, -1.1259)
H (1.2089, 2.9503, 0.0684)
H (0.3915, -1.9513, 0.5304)
H (0.4886, -1.1138, -1.1272)
H (1.9938, 0.8688, -1.1047)
H (1.7188, -0.2796, 1.4321)
H (-2.8476, -0.4083, 1.2077)
H (-2.8667, -0.4058, -1.0510)

Calculated values
- E_tot (eV) = -10973.965
- total charge = 0
- frontier orbital gap (spin up / spin down) (eV) = 7.47 / 6.67
- LUMO energy (spin up / spin down) (eV) = 0.08 / -0.32
- molar mass (g mol⁻¹) = 113.91

---

(4)
The molecule C3H7BO3 in a non-equilibrium geometry. Source: the Open Molecules 2025 dataset; level of theory: the ωB97M-V functional and the def2-TZVPD basis.

Geometry (Å):
B (-1.2854, 0.0220, 0.3633)
C (1.0799, 0.9742, -0.5143)
C (1.4282, -1.0210, -0.0669)
C (0.3028, 0.2813, 0.5617)
O (2.1509, 0.1180, -0.6167)
O (-2.1332, 1.0458, 0.2066)
O (-1.6596, -1.2615, 0.2860)
H (0.6264, 1.0101, -1.5294)
H (1.3558, 1.9734, -0.1797)
H (2.0466, -1.4666, 0.6529)
H (0.8775, -1.5403, -0.7919)
H (0.7771, 0.6080, 1.5089)
H (-2.9648, 0.6192, -0.0908)
H (-2.6021, -1.3624, 0.2102)

Calculated values
- E_tot (eV) = -10043.634
- total charge = 0
- frontier orbital gap (eV) = 9.21
- SMILES = OB(O)C1COC1
- LUMO energy (eV) = 0.11
- molar mass (g mol⁻¹) = 101.90

---

(5)
The molecule C3H7BO3 in a non-equilibrium geometry. Source: the Open Molecules 2025 dataset; level of theory: the ωB97M-V functional and the def2-TZVPD basis.

Geometry (Å):
B (-2.1372, -0.3041, 0.1341)
C (-0.8235, -1.0970, 0.2116)
C (0.7016, -0.0719, -0.0379)
C (2.8863, 0.2164, -0.3382)
O (-1.8797, 1.1063, 0.0073)
O (-3.3610, -0.7987, 0.3200)
O (1.8609, -0.6860, -0.0571)
H (-0.5155, -2.1345, 0.5285)
H (0.6601, 0.9619, 0.1048)
H (3.7331, -0.4713, -0.2412)
H (2.7727, 1.1648, 0.2240)
H (2.7084, 0.5244, -1.3390)
H (-2.7027, 1.6947, -0.1746)
H (-3.9035, -0.1048, 0.6577)

Calculated values
- E_tot (eV) = -10041.172
- total charge = 0
- frontier orbital gap (spin up / spin down) (eV) = 7.38 / 8.39
- SMILES = CO/C=C/B(O)O
- LUMO energy (spin up / spin down) (eV) = 0.09 / 0.47
- molar mass (g mol⁻¹) = 101.90

---

(6)
C3H7Br3N as an isolated structure in a non-equilibrium geometry. Source: the Open Molecules 2025 dataset; level of theory: the ωB97M-V functional and the def2-TZVPD basis.

Geometry (Å):
C (-1.4371, -1.0749, 1.0647)
C (-0.6716, 0.0216, 0.2314)
C (0.6792, -0.4021, 0.0835)
N (1.2428, 1.3441, -1.2013)
Br (-1.4282, 0.0264, -1.5233)
Br (1.8678, 0.0799, 1.5398)
Br (1.1983, -1.8813, -0.9083)
H (-1.6301, -1.9884, 0.4654)
H (-0.6905, -1.3160, 1.8903)
H (-2.3635, -0.6516, 1.4996)
H (-1.0258, 1.0760, 0.6070)
H (1.1928, 2.1610, -0.5584)
H (2.1222, 0.9428, -1.0912)
H (0.9437, 1.6626, -2.0991)

Calculated values
- E_tot (eV) = -214832.824
- total charge = +1
- frontier orbital gap (eV) = 8.28
- LUMO energy (eV) = -6.05
- molar mass (g mol⁻¹) = 296.81

---

(7)
A 2-piece molecular cluster, C3H7BrClN overall in a non-equilibrium geometry. Source: the Open Molecules 2025 dataset; level of theory: the ωB97M-V functional and the def2-TZVPD basis.

Geometry (Å):
C (-0.9635, -0.2660, -1.0018)
C (0.4969, 1.7921, -0.4753)
C (0.3700, 0.2342, -0.5380)
N (1.3188, -0.4378, -0.1273)
Cl (1.2717, -2.1783, -0.0951)
Br (0.0976, -2.4284, 4.2087)
H (-0.9906, 0.1528, -1.9639)
H (-1.0884, -1.4413, -1.0343)
H (-1.8092, 0.1315, -0.3809)
H (-0.0349, 2.2143, -1.3795)
H (1.4605, 2.0868, -0.2747)
H (-0.2257, 2.2346, 0.2908)
H (0.0968, -2.0944, 2.7713)

Calculated values
- E_tot (eV) = -87277.921
- total charge = 0
- frontier orbital gap (eV) = 10.57
- SMILES = CC(C)=NCl.Br
- LUMO energy (eV) = 0.65
- molar mass (g mol⁻¹) = 172.45

---

(8)
A 2-piece molecular cluster, C3H7BrNO overall in a non-equilibrium geometry. Source: the Open Molecules 2025 dataset; level of theory: the ωB97M-V functional and the def2-TZVPD basis.

Geometry (Å):
C (1.2773, -0.5148, -0.2383)
C (0.6347, 0.7423, -1.0123)
C (-0.1617, 0.8890, 1.0274)
N (0.3914, -0.3189, 0.9474)
O (0.0275, 1.6282, -0.0253)
Br (-3.0465, -0.6356, 0.0536)
H (0.9112, -1.4153, -0.8228)
H (2.2773, -0.5172, -0.0497)
H (1.3022, 1.3049, -1.6814)
H (-0.2754, 0.3889, -1.4555)
H (-0.7769, 1.3064, 1.8272)
H (-3.0026, -2.0113, -0.3650)
H (0.4413, -0.8467, 1.7948)

Calculated values
- E_tot (eV) = -76796.908
- total charge = +1
- frontier orbital gap (eV) = 10.34
- LUMO energy (eV) = -4.33
- molar mass (g mol⁻¹) = 153.00

---

(9)
A 2-piece molecular cluster, C3H7BrS overall in a non-equilibrium geometry. Source: the Open Molecules 2025 dataset; level of theory: the ωB97M-V functional and the def2-TZVPD basis.

Geometry (Å):
C (-0.8115, -0.2981, 0.8322)
C (0.5362, -0.7933, 0.3257)
C (0.7934, -0.4831, -1.0711)
S (-0.2512, 0.2005, -2.0933)
Br (-0.1205, 3.3412, -0.5475)
H (-1.4480, -0.2453, 0.0386)
H (-0.6036, 0.7012, 1.1532)
H (-1.2125, -0.9944, 1.5732)
H (1.3433, -0.6044, 0.9871)
H (0.5924, -2.0115, 0.3334)
H (1.7168, -0.9181, -1.5010)
H (-0.5348, 2.1054, -0.0304)

Calculated values
- E_tot (eV) = -84100.935
- total charge = 0
- frontier orbital gap (eV) = 8.65
- SMILES = CCC=S.Br
- LUMO energy (eV) = -0.15
- molar mass (g mol⁻¹) = 155.06

---

(10)
A 2-piece molecular cluster, C3H7BrS overall in a non-equilibrium geometry. Source: the Open Molecules 2025 dataset; level of theory: the ωB97M-V functional and the def2-TZVPD basis.

Geometry (Å):
C (1.4943, -0.9208, 1.5890)
C (-1.6669, 0.4301, -1.7281)
C (0.4323, 0.3645, 0.1989)
S (-0.5669, -0.7173, -0.7733)
Br (-0.5924, 1.6153, 1.2725)
H (2.3212, -0.1901, 1.8814)
H (1.0064, -1.4839, 2.3494)
H (1.9382, -1.6937, 1.0035)
H (-2.2770, -0.1898, -2.2933)
H (-1.1412, 1.1422, -2.3254)
H (-2.2276, 0.8815, -0.9119)
H (1.2796, 0.7620, -0.2626)

Calculated values
- E_tot (eV) = -84099.573
- total charge = 0
- frontier orbital gap (eV) = 9.50
- LUMO energy (eV) = 0.70
- molar mass (g mol⁻¹) = 155.06